[1]
200
Properties=species:S:1:pos:R:3 method="wB97M-V/def2-TZVPD" de_lowest_ev=6.102 orbital_gap_ha=0.3113 smiles=CC1(C)CCCC(C)(C)N1O.CC1(C)CCCC(C)(C)N1O.COC[C@H](C)N.COC[C@H](C)N.COC[C@H](C)N.COC[C@H](C)N.COCCNCCOC.COCCNCCOC.COCCNCCOC fmax_ha_per_bohr=0.087 total_charge=0
C 0.362 -1.289 -7.255
C -1.078 -1.513 -6.683
C -1.361 -0.869 -5.224
C -2.005 -0.880 -7.803
C -2.263 -1.690 -9.040
C -2.638 -3.118 -8.628
C -1.668 -3.888 -7.608
C -2.459 -5.088 -7.137
C -0.460 -4.330 -8.444
N -1.336 -2.966 -6.459
O -0.508 -3.541 -5.495
H 1.072 -1.821 -6.623
H 0.438 -1.665 -8.275
H 0.644 -0.236 -7.291
H -1.260 0.213 -5.142
H -2.287 -1.063 -4.683
H -0.634 -1.384 -4.596
H -2.919 -0.665 -7.249
H -1.542 0.057 -8.112
H -3.139 -1.276 -9.540
H -1.419 -1.820 -9.718
H -2.786 -3.489 -9.642
H -3.631 -3.144 -8.179
H -2.646 -5.809 -7.934
H -3.422 -4.960 -6.645
H -2.045 -5.715 -6.347
H -0.018 -3.841 -9.312
H -0.703 -5.299 -8.880
H 0.379 -4.459 -7.760
H -1.073 -3.811 -4.767
C 2.703 2.084 6.478
C 2.280 1.020 5.617
C 0.941 1.383 5.040
C 3.247 1.004 4.386
C 4.665 0.382 4.803
C 4.472 -0.974 5.376
C 3.494 -1.120 6.490
C 3.023 -2.661 6.443
C 4.225 -0.691 7.800
N 2.236 -0.320 6.261
O 1.334 -0.288 7.472
H 2.665 3.056 5.987
H 2.230 2.157 7.457
H 3.765 2.220 6.683
H 0.501 0.657 4.356
H 0.220 1.440 5.855
H 0.892 2.350 4.539
H 2.998 0.554 3.424
H 3.481 2.027 4.092
H 5.236 0.283 3.880
H 5.246 0.928 5.547
H 5.471 -1.179 5.758
H 4.187 -1.615 4.542
H 2.406 -3.006 7.272
H 3.956 -3.222 6.394
H 2.330 -2.642 5.602
H 4.620 0.303 7.590
H 4.959 -1.482 7.957
H 3.672 -0.597 8.734
H 0.639 -0.898 7.215
C 4.734 2.402 0.240
O 4.085 3.486 -0.387
C 4.133 4.710 0.245
C 3.947 5.816 -0.776
C 5.143 6.058 -1.709
N 3.558 7.082 -0.221
H 5.818 2.415 0.122
H 4.316 1.532 -0.267
H 4.520 2.449 1.308
H 3.455 4.706 1.098
H 5.175 4.791 0.553
H 3.177 5.420 -1.437
H 5.426 5.133 -2.211
H 6.025 6.437 -1.192
H 4.896 6.779 -2.488
H 4.238 7.544 0.366
H 2.768 6.941 0.393
C -1.038 -1.809 5.588
O -0.126 -2.621 4.940
C -0.223 -2.647 3.570
C 0.988 -3.320 2.960
C 1.564 -4.667 3.389
N 2.061 -2.245 2.953
H -0.760 -0.758 5.676
H -1.107 -2.307 6.555
H -2.057 -1.791 5.202
H -1.004 -3.329 3.234
H -0.361 -1.600 3.300
H 0.692 -3.507 1.928
H 2.628 -4.765 3.172
H 1.071 -5.441 2.801
H 1.446 -4.783 4.467
H 2.767 -2.738 2.425
H 2.409 -1.997 3.868
C 0.432 6.399 2.136
O 1.278 6.358 3.312
C 1.120 5.343 4.303
C -0.138 5.594 5.275
C 0.328 6.813 6.006
N -0.130 4.575 6.368
H 0.685 5.520 1.542
H 0.566 7.345 1.611
H -0.589 6.413 2.516
H 1.201 4.321 3.933
H 2.000 5.322 4.946
H -1.065 5.917 4.801
H 1.337 6.730 6.408
H -0.485 7.012 6.704
H 0.247 7.678 5.347
H 0.667 4.770 6.958
H 0.177 3.665 6.056
C -1.152 -1.388 -1.738
O -1.499 -0.018 -1.440
C -0.389 0.722 -0.986
C 0.041 0.680 0.549
C 0.855 1.952 0.899
N 0.966 -0.451 0.697
H -0.550 -1.909 -0.993
H -0.658 -1.316 -2.707
H -2.053 -1.961 -1.961
H 0.469 0.576 -1.643
H -0.684 1.769 -1.044
H -0.782 0.606 1.259
H 1.628 2.041 0.135
H 1.365 1.888 1.860
H 0.222 2.838 0.949
H 0.538 -1.290 0.331
H 1.172 -0.696 1.655
C -11.428 -2.215 4.251
O -9.965 -1.984 3.920
C -9.321 -0.993 4.731
C -7.782 -1.312 5.118
N -7.119 -1.610 3.893
C -5.631 -1.807 3.864
C -4.866 -0.488 4.206
O -3.644 -0.499 3.456
C -3.028 0.863 3.487
H -11.518 -2.532 5.290
H -11.535 -2.999 3.501
H -11.942 -1.254 4.225
H -9.886 -0.738 5.627
H -9.277 -0.066 4.158
H -7.726 -2.189 5.763
H -7.497 -0.420 5.675
H -7.543 -2.121 3.132
H -5.405 -2.327 2.933
H -5.401 -2.560 4.617
H -4.467 -0.411 5.218
H -5.587 0.295 3.970
H -3.680 1.481 2.869
H -2.154 0.733 2.849
H -2.943 1.266 4.497
C -1.881 -5.991 -2.698
O -0.904 -5.007 -2.357
C 0.321 -5.454 -1.631
C 1.291 -4.291 -1.067
N 1.718 -3.429 -2.154
C 2.344 -2.156 -1.844
C 3.848 -2.111 -2.287
O 4.179 -2.073 -3.640
C 3.597 -2.979 -4.598
H -2.508 -5.604 -3.501
H -2.428 -6.412 -1.855
H -1.330 -6.833 -3.119
H 0.872 -6.019 -2.383
H 0.187 -6.203 -0.851
H 2.178 -4.714 -0.594
H 0.812 -3.689 -0.294
H 0.918 -3.468 -2.769
H 2.358 -2.042 -0.760
H 1.717 -1.469 -2.412
H 4.415 -2.893 -1.782
H 4.401 -1.254 -1.905
H 4.099 -2.835 -5.554
H 2.583 -2.587 -4.679
H 3.564 -4.015 -4.261
C -3.343 2.725 -8.244
O -2.230 2.591 -7.221
C -2.512 3.171 -5.955
C -1.292 3.812 -5.162
N -0.610 2.744 -4.540
C 0.747 3.119 -4.065
C 1.692 1.863 -4.025
O 2.109 1.667 -5.339
C 2.809 0.421 -5.515
H -4.294 2.282 -7.948
H -3.051 2.398 -9.242
H -3.764 3.711 -8.442
H -2.965 2.470 -5.254
H -3.179 4.003 -6.179
H -1.668 4.488 -4.394
H -0.672 4.222 -5.959
H -0.365 2.264 -5.394
H 0.484 3.627 -3.137
H 1.121 3.784 -4.843
H 1.230 0.972 -3.600
H 2.560 2.097 -3.409
H 3.288 0.288 -6.485
H 2.193 -0.476 -5.458
H 3.535 0.182 -4.738

***

[2]
64
Properties=species:S:1:pos:R:3 method="wB97M-V/def2-TZVPD" orbital_gap_ha=0.2351 smiles="CN1C(=O)[C@@H](Cc2c(F)c(F)c(F)c(F)c2F)N(/C=C/[C@@H](Sc2ccc([N+](=O)[O-])cc2)c2ccccc2)C1(C)C" fmax_ha_per_bohr=0.059 total_charge=0
C 0.460 -3.758 3.187
N 0.229 -2.341 3.008
C 1.223 -1.423 3.207
O 2.362 -1.669 3.607
C 0.631 -0.041 2.901
C 1.223 0.565 1.623
C 2.704 0.748 1.761
C 3.603 -0.172 1.220
F 3.123 -1.216 0.499
C 4.970 -0.091 1.462
F 5.805 -1.030 0.979
C 5.469 0.961 2.230
F 6.788 1.048 2.480
C 4.597 1.921 2.743
F 5.077 2.943 3.478
C 3.232 1.805 2.502
F 2.386 2.718 3.054
N -0.797 -0.337 2.821
C -1.707 0.647 2.619
C -3.034 0.415 2.410
C -3.906 1.408 1.809
S -3.455 1.414 -0.323
C -1.875 1.375 -1.012
C -1.404 0.253 -1.774
C -0.205 0.315 -2.463
C 0.581 1.491 -2.350
N 1.933 1.473 -2.821
O 2.651 2.472 -2.578
O 2.347 0.472 -3.450
C 0.124 2.635 -1.646
C -1.079 2.554 -0.973
C -5.395 1.284 2.034
C -6.231 2.416 2.032
C -7.622 2.280 1.998
C -8.206 1.002 2.019
C -7.382 -0.123 2.147
C -5.989 0.025 2.196
C -1.115 -1.775 2.801
C -1.660 -2.223 1.435
C -2.032 -2.200 3.959
H 1.534 -3.927 3.269
H -0.036 -4.119 4.094
H 0.062 -4.310 2.331
H 0.844 0.637 3.743
H 1.015 -0.106 0.772
H 0.738 1.537 1.434
H -1.321 1.669 2.658
H -3.441 -0.580 2.582
H -3.540 2.452 1.825
H -2.049 -0.622 -1.850
H 0.161 -0.509 -3.080
H 0.731 3.543 -1.638
H -1.478 3.415 -0.442
H -5.781 3.411 2.094
H -8.260 3.167 1.976
H -9.291 0.882 1.939
H -7.816 -1.123 2.231
H -5.371 -0.855 2.393
H -0.895 -2.062 0.664
H -1.916 -3.287 1.488
H -2.548 -1.651 1.160
H -1.527 -1.991 4.910
H -2.979 -1.663 3.956
H -2.242 -3.272 3.875

***

[3]
29
Properties=species:S:1:pos:R:3 method="wB97M-V/def2-TZVPD" orbital_gap_ha="0.2444 / 0.2362" multiplicity=5 fmax_ha_per_bohr=0.162 total_charge=+1
O 2.093 -1.767 -0.351
C 2.117 -0.708 -0.837
Fe 2.123 0.915 -1.359
C 3.056 1.474 -0.010
O 3.719 1.637 0.946
C 3.400 0.783 -2.521
O 4.493 0.634 -2.911
C -1.372 0.771 0.429
C -1.202 0.088 -0.948
C -0.041 0.450 -1.790
C 0.372 1.813 -1.803
C 0.457 2.348 -0.420
C -0.431 1.858 0.572
H -2.461 0.973 0.689
H -1.015 -0.972 -0.729
H -2.150 0.076 -1.534
H 0.069 -0.190 -2.671
H 0.462 2.445 -2.719
H 1.061 3.293 -0.300
H -0.646 2.468 1.467
N -1.250 -0.763 1.361
C -0.378 -1.680 1.796
N -1.059 -2.735 2.317
C -2.428 -2.560 2.048
C -2.504 -1.392 1.374
H 0.698 -1.575 1.813
H -0.620 -3.527 2.805
H -3.218 -3.245 2.359
H -3.348 -0.912 0.924

***

[4]
72
Properties=species:S:1:pos:R:3 method="wB97M-V/def2-TZVPD" de_lowest_ev=1.401 orbital_gap_ha="0.2275 / 0.2275" fmax_ha_per_bohr=0.015 total_charge=-1
Au -0.006 -0.228 -0.877
C 1.803 -0.190 -7.042
C 1.483 0.141 -5.614
C 1.332 1.466 -5.195
C 0.997 1.669 -3.871
N 0.853 0.657 -3.021
C 1.023 -0.576 -3.510
S 0.804 -1.827 -2.346
N 1.319 -0.878 -4.780
H 2.542 0.500 -7.450
H 0.902 -0.111 -7.655
H 2.174 -1.210 -7.111
H 1.464 2.294 -5.877
H 0.838 2.664 -3.471
O 4.419 0.099 0.621
C 3.390 0.605 0.151
O 2.270 0.050 0.008
C 3.490 2.098 -0.203
C 4.623 2.793 0.208
C 4.756 4.157 -0.003
C 3.758 4.860 -0.653
C 2.644 4.150 -1.078
C 2.480 2.788 -0.860
N 1.599 4.889 -1.784
O 1.772 6.078 -1.999
O 0.587 4.296 -2.119
H 5.390 2.220 0.713
H 5.641 4.677 0.343
H 3.826 5.921 -0.836
H 1.587 2.289 -1.207
C 1.129 5.497 2.061
C 0.936 4.002 2.024
C 1.614 3.176 2.911
C 1.439 1.795 2.862
C 2.229 0.879 3.754
C 0.565 1.261 1.929
C -0.103 2.063 0.995
C 0.085 3.448 1.075
N -0.808 1.435 -0.038
C -2.207 1.761 -0.374
C -2.408 1.605 -1.885
C -2.641 3.182 0.000
C -3.129 0.785 0.375
H 2.035 5.764 2.606
H 0.287 5.994 2.550
H 1.209 5.910 1.053
H 2.299 3.609 3.635
H 2.509 1.373 4.687
H 3.143 0.554 3.249
H 1.662 -0.022 3.995
H 0.439 0.188 1.884
H -0.335 4.103 0.326
H -1.651 2.179 -2.420
H -3.398 1.968 -2.175
H -2.334 0.558 -2.193
H -2.132 3.937 -0.599
H -2.488 3.397 1.057
H -3.710 3.258 -0.210
H -2.843 -0.246 0.181
H -4.171 0.928 0.067
H -3.065 0.965 1.452
C -0.713 -3.023 1.776
C -0.643 -2.870 0.260
C -1.446 -3.941 -0.464
O -1.188 -1.607 -0.081
H -0.300 -3.982 2.097
H -1.752 -2.963 2.107
H -0.147 -2.223 2.255
H 0.409 -2.950 -0.029
H -2.489 -3.900 -0.141
H -1.055 -4.938 -0.246
H -1.407 -3.773 -1.540

***

[5]
16
Properties=species:S:1:pos:R:3 method="wB97M-V/def2-TZVPD" de_lowest_ev=2.223 orbital_gap_ha=0.2869 fmax_ha_per_bohr=0.067 total_charge=0
C 0.784 -0.568 1.822
C -0.288 1.585 -0.031
C 1.005 -0.340 -1.138
C -1.341 -0.734 -0.288
C -0.129 0.137 -0.291
S 0.785 0.504 3.000
Cl 1.279 -2.163 1.811
H -0.639 1.757 0.989
H -1.028 2.014 -0.712
H 0.654 2.113 -0.160
H 1.367 -1.308 -0.789
H 1.832 0.367 -1.133
H 0.674 -0.480 -2.171
H -1.808 -0.721 -1.277
H -1.075 -1.766 -0.072
H -2.073 -0.398 0.440

***

[6]
80
Properties=species:S:1:pos:R:3 method="wB97M-V/def2-TZVPD" de_lowest_ev=1.074 orbital_gap_ha=0.2944 fmax_ha_per_bohr=0.061 total_charge=0
Cd -0.744 -0.213 -0.213
C -4.037 3.616 2.564
N -3.726 2.485 1.614
C -4.696 1.571 1.114
C -4.006 0.661 0.381
N -2.618 0.886 0.428
C -2.454 1.988 1.208
P -0.977 2.966 1.611
C -0.043 3.200 0.076
N 0.355 2.194 -0.723
C 1.020 2.820 -1.779
C 0.979 4.185 -1.656
N 0.301 4.464 -0.459
C 0.280 5.765 0.229
C 0.106 1.764 2.394
N 0.328 0.513 1.987
C 1.184 -0.080 2.971
C 1.323 0.803 4.010
N 0.635 1.987 3.678
C 0.783 3.303 4.313
H -4.856 3.345 3.282
H -3.144 3.896 3.121
H -4.387 4.461 1.966
H -5.775 1.610 1.441
H -4.320 -0.241 -0.209
H 1.446 2.231 -2.561
H 1.412 5.017 -2.222
H 0.597 6.548 -0.469
H -0.741 6.056 0.525
H 0.921 5.787 1.109
H 1.557 -1.080 2.834
H 1.867 0.737 4.935
H 1.185 3.098 5.326
H 1.526 3.879 3.746
H -0.174 3.847 4.385
F 4.475 -5.312 1.355
C 3.484 -4.770 2.051
F 2.936 -5.655 2.854
F 3.966 -3.717 2.781
S 2.243 -3.987 0.906
O 1.498 -2.970 1.592
O 1.500 -5.074 0.307
N 3.293 -3.353 -0.084
S 3.501 -2.080 -0.943
O 3.867 -2.412 -2.286
O 2.423 -1.137 -0.687
C 4.926 -1.150 -0.222
F 4.553 -0.784 1.043
F 6.050 -1.891 -0.161
F 5.071 -0.037 -0.920
O -3.587 -2.357 -0.628
C -2.406 -2.485 -0.160
O -1.375 -2.234 -0.903
C -2.291 -2.870 1.304
C -3.184 -3.875 1.743
C -3.237 -4.179 3.098
C -2.406 -3.480 4.025
C -1.552 -2.543 3.473
N -1.503 -2.257 2.163
H -3.773 -4.377 1.007
H -3.931 -4.927 3.483
H -2.447 -3.632 5.087
H -0.919 -1.966 4.162
C -1.814 -0.960 -3.706
C -0.386 -0.537 -3.505
O 0.063 -0.173 -2.392
C 0.476 -0.482 -4.722
C 0.004 -0.310 -6.018
C 0.893 -0.175 -7.119
C 2.258 -0.188 -6.909
C 2.708 -0.462 -5.577
C 1.824 -0.606 -4.477
H -2.129 -1.708 -2.971
H -2.012 -1.319 -4.736
H -2.419 -0.048 -3.502
H -1.057 -0.230 -6.187
H 0.452 -0.110 -8.107
H 2.961 0.058 -7.653
H 3.740 -0.635 -5.347
H 2.155 -0.672 -3.470

***

[7]
31
Properties=species:S:1:pos:R:3 method="wB97M-V/def2-TZVPD" de_lowest_ev=1.120 orbital_gap_ha=0.2499 fmax_ha_per_bohr=0.036 total_charge=0
Rh 1.014 -0.285 -0.549
Cl 3.477 0.049 -0.477
C 2.789 1.687 -0.479
C 1.418 1.649 -0.533
C 0.725 2.839 -0.448
Cl -0.990 2.853 -0.463
C 1.447 4.037 -0.351
Cl 0.602 5.526 -0.256
C 2.846 4.034 -0.323
Cl 3.717 5.510 -0.214
C 3.546 2.831 -0.379
Cl 5.258 2.744 -0.324
Cl -4.874 -4.464 -0.142
C -3.642 -3.262 -0.379
C -4.013 -1.918 -0.513
C -3.071 -0.943 -0.698
Cl -3.587 0.700 -0.845
C -1.691 -1.251 -0.784
O -0.852 -0.262 -1.017
C -1.351 -2.611 -0.654
C -0.006 -3.067 -0.774
O 0.962 -2.365 -1.077
C -2.330 -3.606 -0.439
H -5.058 -1.641 -0.464
H 0.174 -4.139 -0.610
H -2.030 -4.642 -0.346
F 0.732 -0.401 1.331
B 1.139 0.044 2.853
F 0.126 0.873 3.205
F 1.169 -1.161 3.481
F 2.355 0.643 2.666

***

[8]
8
Properties=species:S:1:pos:R:3 method="wB97M-V/def2-TZVPD" de_lowest_ev=5.622 orbital_gap_ha=0.3158 fmax_ha_per_bohr=0.159 total_charge=0
C -1.351 -0.469 0.720
C -0.579 -0.529 -1.018
C -0.412 0.181 1.326
O 0.490 0.761 1.875
P 1.074 -0.119 -1.099
H -2.097 -1.085 0.634
H 1.308 0.496 -2.278
H 1.567 0.764 -0.159